The following is a quantum chemistry calculation of a molecular structure, C32H67BeBr2ClF2IKN7O6V, from OMol25.

## Properties
* LUMO energy: -5.6 eV
* Kohn-Sham gap: 1.143 eV
* HOMO energy: -6.78 eV

Each line ends with the Mulliken charge.
Positions of all 121 atoms, in Å:
C -6.075 0.725 -0.260  -1.65
H 6.415 -0.190 0.767  0.54
C 0.346 -0.713 -8.304  -0.46
H -0.175 -2.746 -8.793  0.25
N 1.008 -0.543 -2.982  -0.80
H 4.520 3.985 1.013  0.50
H 3.896 -1.979 1.344  -0.13
H -0.577 2.516 7.225  0.39
C 1.157 -2.031 -2.682  1.16
H -4.765 -1.963 0.620  0.28
C -2.127 4.001 7.263  -1.26
N 2.513 -2.401 -2.375  -0.58
V -2.784 4.179 1.652  1.42
H 0.525 -3.399 -1.065  0.64
C -3.073 -1.637 -0.621  0.32
H 1.396 -0.981 -8.416  0.27
H 0.081 2.069 0.058  -0.74
H 0.999 0.897 3.930  0.57
H -2.703 4.629 6.581  0.35
H -4.141 2.250 -0.061  0.62
H 3.283 4.318 -0.937  0.49
N -0.661 -0.146 1.393  0.85
H -1.657 4.644 8.009  0.31
H -5.187 -1.508 -1.025  0.54
O -1.329 4.693 0.924  -0.87
C 8.328 -6.806 2.641  0.87
H -11.829 -0.848 0.517  0.37
C 5.291 -4.054 1.460  -0.94
H 5.677 1.895 1.417  0.59
O 0.016 -0.633 -6.906  -0.38
H 0.804 -3.695 -3.809  0.26
H -2.833 3.347 7.776  0.36
H -5.842 1.022 -1.294  0.39
H 5.610 2.197 -0.359  0.25
H -6.773 -0.115 -0.331  0.00
H 1.067 -2.316 -4.708  0.27
C -0.593 -1.744 -8.912  -0.54
H 2.861 -1.710 -1.721  0.14
C -11.293 0.015 0.132  -0.57
H 0.190 0.277 -8.744  0.27
H 5.531 -1.132 -0.478  0.61
H -3.323 1.149 -1.141  0.04
C -1.223 -1.316 -6.679  -0.22
N 0.643 -2.696 -3.868  -0.61
O -4.248 3.623 2.335  -0.84
N -2.104 -1.920 0.493  -0.39
Br -11.510 -0.001 -1.802  -0.13
N -1.174 5.570 4.042  -0.48
C -9.840 0.030 0.524  -0.35
C 0.510 -0.426 2.293  -0.64
O 7.102 -7.083 2.599  -0.33
C 1.137 0.898 2.845  -0.05
H 0.926 3.973 -0.606  0.29
H 2.247 0.900 2.700  -0.33
H -0.778 -1.575 -9.971  0.35
H -9.246 0.726 -0.065  0.12
Cl -7.439 2.399 -1.512  -0.46
H 3.392 2.776 1.702  0.17
H -4.822 0.260 1.436  0.40
O 9.239 -7.615 2.778  -0.44
H -2.418 -0.732 -8.372  0.27
H -1.479 -0.188 1.994  0.53
H -2.484 -2.466 -8.046  0.35
H 1.321 -1.000 1.831  0.02
H 0.499 4.661 6.526  0.39
H 6.736 -2.526 0.999  0.21
H -0.998 -2.247 -6.148  0.19
O 8.479 -5.566 2.518  -0.20
H -0.897 -2.601 -2.010  0.15
C -3.640 1.256 -0.096  -0.22
C 5.397 -0.586 0.463  -1.34
H -2.795 1.308 0.612  -0.38
C 4.885 -1.531 1.565  0.05
H 2.960 2.587 -1.107  0.16
H 6.350 -2.604 2.732  0.29
H -9.731 0.267 1.580  0.38
C 5.015 1.976 0.542  -1.61
C -4.704 0.197 0.349  0.50
C -4.506 -1.270 -0.198  -1.44
C -0.035 4.037 5.808  -0.18
H 1.865 -0.038 -2.791  0.13
H 6.065 -4.823 1.517  0.10
C 4.374 0.581 0.301  1.95
H 3.028 -2.330 -3.248  0.32
C -1.084 3.175 6.518  -0.39
H 1.009 3.045 2.663  0.44
H 0.696 3.404 5.302  0.07
H -1.867 -0.700 -6.046  0.23
H 4.517 -4.294 2.208  0.31
H 3.610 0.466 1.084  -0.68
C 0.991 2.257 0.669  2.04
Br -9.028 -1.730 0.310  -0.18
H 0.178 -0.991 3.172  0.27
H -0.508 2.222 2.328  0.03
K -0.984 0.081 -1.827  1.12
C 2.985 3.419 -0.383  -0.76
N 0.175 -1.404 -0.434  0.33
C 0.584 2.167 2.157  -0.70
C 3.950 3.068 0.802  -0.62
H 1.665 1.418 0.443  -0.86
H -1.589 2.536 5.790  0.21
H 1.590 4.383 1.026  0.40
C 0.105 -2.479 -1.486  -1.44
C 1.555 3.640 0.229  -0.87
C 5.924 -2.683 1.726  -0.42
F 8.345 -3.577 0.385  -0.72
C -0.845 -1.217 0.437  -0.64
C -0.680 4.907 4.810  0.31
Be 7.653 0.381 -0.137  0.25
I -1.985 -3.861 1.098  0.23
F 3.504 0.384 3.993  -0.87
H 3.943 0.572 -0.716  -0.14
H 1.025 -0.801 -0.344  0.00
H -6.466 1.574 0.297  0.65
C -1.834 -1.593 -8.041  -0.60
H -2.628 -0.896 -1.320  -0.29
H -11.786 0.925 0.467  0.36
H 4.826 -4.109 0.463  0.19
H 4.782 -0.959 2.501  0.30
H -3.148 -2.562 -1.223  0.48
H 0.707 -0.383 -3.958  0.28

The following is a quantum chemistry calculation of a molecular structure, C22H42FeNOP3S, from OMol25.

## Properties
* LUMO energy (alpha / beta): -9.6 / -11.0 eV
* multiplicity: 6
* Kohn-Sham gap (alpha / beta): 5.639 / 4.228 eV
* total charge: +3
* HOMO energy (alpha / beta): -15.22 / -15.28 eV
* relative energy (zero: lowest compared OMol25 entry of this formula, charge and spin): 0.329 eV

Each line ends with the Mulliken charge.
Positions of all 71 atoms, in Å:
C 1.496 -3.413 -0.684  -1.51
C 0.488 2.513 3.140  -0.54
H 1.328 3.596 4.793  0.48
H 3.606 -0.526 3.381  0.51
C -0.490 2.571 5.355  -0.60
H -3.835 -1.903 1.415  0.61
C -1.421 -3.539 1.828  -1.21
P 1.460 -1.267 2.550  1.10
H 1.628 -3.783 -1.711  0.53
H 0.022 -0.194 -0.688  0.96
H -0.545 5.619 -6.066  0.28
H 1.368 -1.563 4.953  0.58
H 0.845 3.059 -5.361  0.45
H -3.100 -3.077 -0.532  0.59
P -1.488 -1.967 0.878  1.03
H 1.237 -2.291 -3.105  0.68
C 2.953 -0.204 2.557  -1.26
C -0.587 1.747 2.698  0.10
C -1.542 1.802 4.904  -0.29
C -2.150 -2.555 -0.728  -1.19
C -1.806 4.134 -6.931  -0.64
C -1.276 1.382 -2.523  0.60
H 2.666 0.845 2.695  0.22
H 3.168 -0.011 -0.879  0.40
S -0.827 1.268 1.063  -0.33
H -0.333 -1.575 -2.579  0.31
H 1.241 2.770 2.405  0.66
H 1.743 -3.378 3.726  0.50
H -0.480 2.907 6.393  0.47
H -2.749 4.518 -6.528  0.28
H -1.332 1.985 -5.892  0.53
C 0.596 2.807 -3.213  -0.61
H -0.654 -4.215 1.440  0.36
C -1.781 1.454 -3.884  -0.82
H 2.395 -3.673 -0.104  0.44
H -2.391 1.502 5.518  0.47
H -2.714 0.954 -4.093  0.47
H -1.220 -3.337 2.886  0.36
H 3.655 -1.554 -0.109  0.46
H 0.297 4.339 -7.127  0.35
C 3.064 -1.102 -0.918  -1.47
H -2.328 -1.687 -1.386  0.23
C 0.759 -1.480 -2.544  -1.30
H -3.196 -0.247 1.148  0.44
C -2.993 -1.226 1.607  -1.46
H 3.448 -1.470 -1.880  0.49
H -2.871 -1.113 2.691  0.31
H 1.483 3.387 -2.951  0.44
C 0.778 -0.982 4.232  -1.19
C -0.168 2.248 -2.207  -0.01
C 0.227 2.639 -4.555  -0.33
Fe 0.261 -0.623 0.889  -0.62
H -2.352 0.837 3.260  0.20
H -2.405 -4.026 1.739  0.50
H 0.614 -3.901 -0.247  0.29
P 1.298 -1.572 -0.792  0.77
H 2.007 -3.602 1.986  0.24
C 2.191 -2.928 2.830  -1.31
C -0.981 1.994 -4.867  -0.37
H 0.811 0.082 4.494  0.24
C 0.525 2.940 4.465  -0.46
N -1.581 1.413 3.596  0.17
C -0.630 4.724 -6.690  -0.58
O -1.755 0.523 -1.718  -0.51
H 0.106 2.370 -1.154  0.31
H 1.047 -0.504 -2.955  0.35
H 3.493 -0.289 1.606  0.28
H 3.273 -2.835 2.982  0.43
H -1.458 -3.250 -1.218  0.40
H -1.875 3.247 -7.568  0.36
H -0.267 -1.317 4.280  0.38

The following is a quantum chemistry calculation of a molecular structure, C19H36AsBCrF2N4O2SSi3, from OMol25.

## Properties
* LUMO energy (alpha / beta): 0.5 / 0.4 eV
* multiplicity: 5
* Kohn-Sham gap (alpha / beta): 8.238 / 8.332 eV
* HOMO energy (alpha / beta): -7.79 / -7.89 eV

Each line ends with the Mulliken charge.
Positions of all 70 atoms, in Å:
C 0.910 0.075 -4.510  -1.09
H 1.101 0.537 7.846  0.22
C -2.151 1.509 -2.873  -0.97
H 3.551 5.381 1.752  0.43
C -3.648 -0.249 -0.887  -0.85
C 3.134 4.590 1.137  -0.19
H -4.242 -0.976 -3.890  0.38
H -1.655 2.088 -2.089  0.25
H 1.048 0.965 -3.893  0.30
Si -2.488 -0.248 -2.341  0.25
H 1.932 3.548 6.051  0.29
C -2.024 -2.744 0.897  -0.91
C 3.182 3.148 -0.716  0.08
C 2.615 -1.902 -2.902  -1.01
C 1.449 3.134 0.763  0.41
H -1.888 -3.466 1.707  0.43
Cr 0.288 0.717 0.006  0.20
H -2.678 -0.993 -4.708  0.29
H -4.033 -1.247 -0.671  0.25
H 0.827 -3.003 -5.420  0.38
H -0.817 -2.742 -4.825  0.24
H 1.073 4.089 3.807  0.50
C 0.216 -2.908 -4.515  -0.97
H 2.088 1.895 7.795  0.22
H -1.425 0.623 3.924  0.46
C 0.815 -3.751 0.191  -0.94
H 3.636 2.756 -1.620  0.41
C 3.820 4.132 0.024  -0.82
H -1.530 1.561 -3.769  0.26
H -1.879 -1.751 1.320  0.06
H -0.585 0.083 6.181  0.28
S -0.863 2.740 2.128  1.01
O -1.280 4.112 2.074  -0.72
F 2.424 -0.065 2.071  -0.17
C 0.739 1.774 6.268  1.08
H -3.120 -2.307 -3.615  0.23
H -3.191 0.149 0.021  0.17
H 1.417 -4.181 -0.612  0.31
H -3.100 2.009 -3.086  0.39
N 1.994 2.665 -0.389  -0.31
H 0.626 -4.538 0.927  0.37
C -3.185 -1.229 -3.769  -1.01
H 1.403 -2.976 0.683  0.16
C -0.698 1.264 4.401  -0.16
H -0.765 -4.890 -2.231  0.32
O -1.814 1.693 1.813  -0.68
Si 0.897 -1.497 -3.504  0.36
B 1.184 -0.374 1.641  0.21
C -0.234 2.389 3.730  -0.47
H -3.053 -2.824 0.543  0.36
H 2.972 -1.159 -2.187  0.23
H -0.012 0.201 -5.082  0.30
H 4.783 4.525 -0.265  0.38
H 0.260 -3.860 -3.985  0.26
H 1.739 0.028 -5.222  0.40
N 0.323 2.449 1.073  0.04
F 0.637 -1.335 2.419  -0.16
H -1.990 -5.199 -1.001  0.39
H 2.657 -2.876 -2.411  0.28
C 0.712 3.215 4.329  -0.42
N 1.964 4.100 1.524  -0.36
As -0.400 -1.095 -1.598  0.15
C 1.194 2.906 5.584  -0.80
C -0.219 0.961 5.662  -0.76
H -4.499 0.391 -1.140  0.39
H 3.308 -1.922 -3.748  0.40
C -1.534 -4.417 -1.618  -1.10
H -2.309 -4.035 -2.281  0.21
N 1.202 1.491 7.544  -0.57
Si -0.815 -3.133 -0.465  0.46

The following is a quantum chemistry calculation of a molecular structure, C45H45N5O5PbS, from OMol25.

## Properties
* LUMO energy: 0.1 eV
* Kohn-Sham gap: 7.517 eV
* HOMO energy: -7.40 eV
* relative energy (zero: lowest compared OMol25 entry of this formula, charge and spin): 0.000 eV

Each line ends with the Mulliken charge.
Positions of all 102 atoms, in Å:
C -3.860 -2.472 0.617  0.31
O 1.507 -1.298 1.788  -0.53
H -0.179 -4.455 -0.545  0.67
Pb -0.200 -0.344 0.513  2.93
H 2.024 -2.022 -2.041  0.32
H 2.258 -4.967 0.193  0.44
H 2.577 4.360 1.683  0.50
N 1.390 -1.244 -1.946  -0.26
C 5.656 2.126 2.297  -1.01
N -2.420 1.452 0.281  0.29
H -5.430 1.833 -1.129  0.38
C 3.658 1.519 -2.032  -0.05
C -4.445 -4.729 1.067  -0.83
H 6.290 3.634 3.688  0.41
C 0.768 -2.204 5.236  -0.40
H -6.864 -3.258 -0.846  0.40
H 4.077 -1.681 4.275  0.43
C 1.116 2.606 0.549  -1.70
H -6.293 -5.418 0.212  0.38
C -1.951 1.445 -4.125  -0.91
H 0.960 1.272 4.614  0.27
C -3.910 -0.438 -0.039  0.49
H 4.309 5.063 3.284  0.44
H 2.606 -3.347 0.826  0.08
H 2.351 4.493 -1.128  0.53
C -0.318 0.062 -3.032  0.33
H 2.636 1.726 4.304  0.56
H 2.438 -0.403 5.556  0.76
N -3.160 -1.274 0.625  -0.09
C 5.529 3.325 2.983  -0.49
O 2.444 0.623 0.155  -0.01
C 4.419 4.124 2.756  -1.02
N 0.104 1.105 -2.267  0.62
O -1.071 0.104 2.851  -0.87
H 0.416 -3.234 -3.447  0.39
C -5.049 -2.329 -0.108  0.38
H 6.518 1.492 2.463  0.44
C 2.516 2.043 0.156  4.51
C -0.459 2.274 -2.447  -0.29
H 2.697 -4.754 1.894  0.43
C 1.356 -1.537 4.165  -0.09
C 0.546 -3.298 2.688  0.09
C -0.025 -3.919 3.794  -0.83
C -1.158 -2.170 -4.476  -0.82
H -5.776 -0.558 -1.049  0.22
H -0.500 -4.886 3.657  0.42
H 4.629 1.102 -3.892  0.45
C -1.488 2.494 -3.390  -1.22
C -0.080 -2.280 -3.575  -0.46
C 2.151 -4.311 1.061  -1.69
C 0.671 -4.115 1.410  0.60
H 4.292 3.392 -4.782  0.42
H -0.536 -0.416 3.477  0.29
O 0.355 1.790 1.174  -0.51
C -3.618 0.982 -0.199  -0.71
H 1.657 1.063 3.003  0.35
H 0.483 -2.847 -0.338  -0.52
H 0.919 -1.810 6.235  0.43
H -1.474 -3.051 -5.019  0.40
C 2.331 -0.409 4.466  0.39
C 4.120 1.850 -3.296  -1.25
C 3.935 3.130 -3.794  -0.49
O 0.809 3.771 0.312  -0.74
H -0.433 -3.857 5.904  0.38
H 4.428 0.054 4.155  0.44
C -3.555 -3.687 1.231  -0.31
C 3.557 2.522 1.177  -0.42
C -4.445 1.939 -0.707  -0.35
S -3.706 3.472 -0.572  -0.20
C -5.949 -3.375 -0.281  -1.25
C -2.330 2.738 0.145  -0.53
H -1.905 3.486 -3.504  0.53
H -2.659 -3.792 1.829  0.45
C -0.079 -3.631 0.167  -0.31
H 2.461 0.250 1.058  -0.37
C -1.371 0.166 -3.963  0.79
C -5.621 -4.576 0.316  -0.38
H -2.753 1.575 -4.843  0.44
H -0.105 3.088 -1.821  0.52
H 3.171 5.086 -3.368  0.44
H -1.084 -3.272 0.387  -0.28
H 3.824 0.522 -1.650  0.38
H -1.452 3.302 0.440  0.53
C 0.359 -1.187 -2.868  0.01
C 1.865 0.989 4.067  -1.62
C 3.713 -0.727 3.889  -1.48
H -0.697 0.999 2.883  0.31
H -2.605 -0.891 -5.392  0.42
H 3.674 -0.796 2.802  -0.02
C 3.439 3.730 1.856  -0.22
N -5.056 -1.014 -0.521  0.00
H 0.261 -5.097 1.663  0.77
C 2.842 3.748 -1.735  -0.18
C 0.030 -3.363 5.061  -1.57
H 4.786 0.790 0.871  0.43
C 3.304 4.075 -3.002  -1.02
C 4.678 1.729 1.399  -0.13
C 2.988 2.454 -1.244  -0.49
C 1.138 -2.020 2.847  1.16
H -4.240 -5.684 1.532  0.42
C -1.790 -0.978 -4.684  -1.02
H 1.844 -0.362 -1.740  -0.25

The following is a quantum chemistry calculation of a molecular structure, C23H48NO2P3W, from OMol25.

## Properties
* LUMO energy (alpha / beta): -14.2 / -14.9 eV
* multiplicity: 3
* Kohn-Sham gap (alpha / beta): 3.480 / 2.829 eV
* total charge: +4
* HOMO energy (alpha / beta): -17.72 / -17.72 eV
* relative energy (zero: lowest compared OMol25 entry of this formula, charge and spin): 0.000 eV

Each line ends with the Mulliken charge.
Positions of all 78 atoms, in Å:
H -1.309 6.099 3.745  0.32
H 8.845 -3.067 -1.125  0.45
H 5.225 -3.923 1.153  0.46
H 1.573 0.266 -3.907  0.45
H -1.310 -2.625 -3.780  0.37
H 2.786 -1.829 1.575  0.30
H 1.601 0.617 1.309  0.44
H -1.974 5.399 6.028  0.36
H 1.478 1.260 -1.703  0.60
H -0.078 1.888 5.215  0.33
C -2.935 -1.844 -0.812  -1.44
C -0.325 -3.078 -3.600  -1.25
C 7.115 -3.579 0.137  -0.48
C -0.725 3.691 2.483  -0.14
H 2.781 -3.342 -2.642  0.52
C -0.526 3.958 5.406  -0.73
C -2.252 0.348 -2.458  -1.33
C 5.713 -3.579 0.247  -0.46
H 0.199 -4.770 1.761  0.48
H -0.995 -4.254 0.522  0.39
H -2.754 -2.590 -1.601  0.35
H -2.675 3.912 5.415  0.31
H -2.899 -2.326 0.175  0.35
H -2.259 5.007 1.782  0.40
H -1.841 -2.169 2.002  0.38
C -2.067 4.401 2.679  -0.67
H 0.185 1.647 -0.430  0.14
H 0.088 -3.448 -4.553  0.53
H -0.746 -0.924 2.695  0.18
H -3.354 0.421 -2.476  0.53
H -0.644 3.351 1.442  -0.22
H 2.863 0.132 0.006  0.42
H 0.282 4.620 5.051  0.29
C 1.951 -2.223 2.179  -1.23
H -0.177 0.051 -4.141  0.36
H 0.979 -0.897 -5.127  0.48
H 2.936 -3.106 -0.426  0.19
H -3.943 -1.416 -0.955  0.54
C 4.951 -3.021 -0.796  0.79
H -1.589 0.706 1.240  -0.39
C 2.470 -2.566 -3.353  -1.38
H -1.846 1.369 -2.502  0.43
N -0.482 2.674 4.702  -0.13
C -1.878 4.645 5.240  -0.58
H 1.773 -1.539 3.023  0.44
H 0.121 4.380 2.665  0.51
C 0.058 -4.172 0.845  -1.20
C 0.970 0.959 -0.784  -0.85
H 4.941 -2.484 -2.880  0.25
H 2.232 -3.218 2.560  0.50
C 0.789 -0.469 -4.131  -1.36
C 1.807 0.303 0.270  -0.75
H -1.941 -0.207 -3.356  0.30
P 0.460 -2.417 1.158  0.68
H 0.690 -4.576 0.040  0.38
H -0.447 -3.925 -2.911  0.42
C 5.567 -2.754 -2.036  -0.18
O 3.704 -2.462 -0.536  -0.14
H -2.395 1.643 -0.063  0.49
H -0.352 3.740 6.469  0.41
H 2.417 -2.997 -4.362  0.56
H 7.421 -2.420 -3.093  0.44
O -0.436 1.325 2.900  -0.72
P 0.862 -1.859 -2.914  0.76
P -1.675 -0.513 -0.930  0.68
H -0.605 -2.650 3.215  0.56
H -3.244 0.278 0.713  0.55
H 3.205 -1.750 -3.338  0.41
C 7.730 -3.130 -1.054  -0.37
C -2.081 5.330 3.886  -0.78
W 0.516 -1.183 -0.754  0.85
H -2.875 3.664 2.757  0.32
C 6.951 -2.753 -2.142  -0.53
H -3.052 5.836 3.900  0.35
C -0.825 -1.976 2.374  -0.94
C -2.266 0.639 0.373  -0.41
C -0.538 2.471 3.364  0.21
H 7.729 -3.877 0.984  0.46

The following is a quantum chemistry calculation of 2 unconnected molecules or ions with the total composition CH4O2S2, from OMol25.

## Properties
* LUMO energy: 0.4 eV
* Kohn-Sham gap: 9.543 eV
* SMILES: O=CO.SS
* HOMO energy: -9.11 eV
* relative energy (zero: lowest compared OMol25 entry of this formula, charge and spin): 0.170 eV

Each line ends with the Mulliken charge.
Positions of all 9 atoms, in Å:
C -1.113 1.651 1.121  0.25
H 1.448 -3.587 0.049  0.16
S 1.597 -3.532 -1.276  -0.18
H 0.196 -1.462 -2.075  0.16
H -2.047 2.143 1.430  0.25
O -0.922 0.476 1.195  -0.42
H -0.411 3.374 0.452  0.34
O -0.161 2.466 0.644  -0.42
S 1.414 -1.527 -1.539  -0.14

Asked for calculated total energy across the records above, the calculation gives -9757.6387 -3678.3445 -5886.8215 -2982.9767 -2199.9177 -987.3432 hartree in order.
Asked for max |F| across the records above, the calculation gives 0.096 0.094 0.012 0.004 0.099 0.014 hartree/bohr in order.